Entry from the OMol25 dataset: C4H8O in the gas phase in a non-equilibrium geometry (the ωB97M-V functional and the def2-TZVPD basis).

Last column: Mulliken charge in e.
Atoms and positions in Å:
C1 -1.784 0.175 -0.478  -0.97
C2 -0.875 -0.350 0.729  -0.29
C3 0.558 -0.217 0.186  0.49
C4 1.112 1.182 0.062  -0.84
O1 1.235 -1.186 -0.348  -0.59
H1 -1.462 1.270 -0.917  0.25
H2 -2.838 0.255 -0.194  0.33
H3 -1.627 -0.441 -1.483  0.28
H4 -0.991 -1.410 1.083  0.29
H5 -1.140 0.406 1.578  0.22
H6 2.191 1.102 0.440  0.34
H7 1.315 1.327 -1.194  0.24
H8 0.605 2.244 0.481  0.25

* strongest force on any atom: 5.84 eV/A
* E_LUMO: 0.03191 hartree
* ΔE to the lowest compared entry with this formula, charge and spin: 2.038 eV
* Kohn-Sham gap: 10.68 eV
* SMILES: CCC(C)=O
* net charge: 0
* multiplicity: 1
* DFT total energy: -6323.13007 eV

---

Entry from the OMol25 dataset: C24H34CaN3O15 as an isolated structure in a non-equilibrium geometry (the ωB97M-V functional and the def2-TZVPD basis).

Last column: Mulliken charge in e.
Atoms and positions in Å:
Ca1 -0.963 -4.280 -1.062  1.74
N1 -0.468 -0.970 1.405  1.07
O1 -0.740 -0.093 2.167  -0.58
O2 -0.454 -2.153 1.783  -0.68
O3 -0.642 -0.907 0.222  -0.68
C1 3.888 -0.156 6.800  -1.41
C2 4.450 0.010 5.403  0.44
C3 3.624 0.845 4.428  -0.39
O4 4.503 1.656 3.797  -0.34
C4 5.598 1.776 4.579  0.65
O5 6.381 2.739 4.590  -0.59
O6 5.591 0.869 5.514  -0.32
H1 4.613 -0.820 7.271  0.34
H2 2.926 -0.666 6.858  0.39
H3 3.761 0.707 7.455  0.35
H4 4.621 -0.980 4.980  0.25
H5 2.945 1.539 4.923  0.28
H6 3.031 0.104 3.892  0.35
C5 7.082 -1.630 -0.367  -1.30
C6 5.963 -0.858 -1.127  0.36
C7 5.953 -0.954 -2.646  -0.37
O7 5.042 -2.009 -2.875  -0.37
C8 4.262 -2.267 -1.775  0.67
O8 3.288 -2.899 -1.786  -0.54
O9 4.757 -1.561 -0.775  -0.34
H7 8.034 -1.150 -0.593  0.38
H8 7.331 -2.660 -0.622  0.33
H9 6.892 -1.640 0.707  0.35
H10 5.778 0.176 -0.835  0.32
H11 6.927 -1.192 -3.074  0.26
H12 5.635 -0.106 -3.254  0.26
C9 -5.204 4.166 -0.273  -1.32
C10 -4.798 3.394 -1.570  0.25
C11 -6.005 3.069 -2.493  -0.32
O10 -5.727 3.657 -3.665  -0.30
C12 -4.627 4.434 -3.582  0.66
O11 -4.130 5.126 -4.466  -0.57
O12 -4.029 4.359 -2.385  -0.36
H13 -5.834 3.496 0.314  0.38
H14 -5.566 5.137 -0.612  0.34
H15 -4.335 4.438 0.325  0.36
H16 -4.099 2.602 -1.300  0.34
H17 -6.941 3.320 -1.995  0.30
H18 -6.003 1.980 -2.543  0.26
C13 1.627 0.464 -8.492  -1.57
C14 0.431 0.402 -7.749  0.64
C15 -0.678 -0.468 -8.336  -0.46
O13 -1.271 -0.939 -7.176  -0.30
C16 -0.348 -1.030 -6.204  0.66
O14 -0.531 -1.688 -5.145  -0.65
O15 0.706 -0.242 -6.456  -0.29
H19 1.416 0.957 -9.441  0.41
H20 2.085 -0.478 -8.791  0.36
H21 2.407 1.048 -8.004  0.35
H22 0.059 1.411 -7.568  0.23
H23 -0.225 -1.241 -8.956  0.30
H24 -1.438 0.097 -8.875  0.31
N2 -4.370 -5.830 -0.851  0.06
C17 -4.160 -5.341 0.403  -0.53
C18 -4.274 -3.944 0.400  -0.16
C19 -4.387 -3.574 -1.006  -0.38
C20 -4.500 -4.731 -1.741  -0.73
H25 -4.158 -6.775 -1.137  0.26
H26 -3.832 -5.990 1.201  0.40
H27 -4.105 -3.252 1.212  0.39
H28 -4.529 -2.545 -1.301  0.42
H29 -4.577 -4.886 -2.807  0.38
N3 -1.736 1.417 6.605  0.01
C21 -2.224 2.688 6.650  -0.46
C22 -2.868 2.828 7.886  -0.23
C23 -2.926 1.618 8.604  -0.43
C24 -2.052 0.822 7.827  -0.54
H30 -1.340 0.909 5.827  0.20
H31 -2.162 3.454 5.892  0.36
H32 -3.168 3.808 8.228  0.36
H33 -3.414 1.587 9.567  0.37
H34 -1.771 -0.207 7.995  0.35

* strongest force on any atom: 6.19 eV/A
* E_LUMO: -0.24355 hartree
* ΔE to the lowest compared entry with this formula, charge and spin: 7.778 eV
* Kohn-Sham gap: 2.37 eV
* net charge: +1
* multiplicity: 1
* DFT total energy: -79046.13507 eV

---

Entry from the OMol25 dataset: C7H12BBr3F3O4 as an isolated structure (the ωB97M-V functional and the def2-TZVPD basis).

Last column: Mulliken charge in e.
Atoms and positions in Å:
O1 2.046 1.692 -0.262  -0.50
C1 1.285 0.670 0.357  0.22
O2 1.815 -0.603 0.089  -0.44
B1 0.617 -1.577 0.038  0.50
O3 -0.521 -0.683 0.452  -0.57
C2 -0.154 0.544 -0.133  0.25
C3 -1.092 1.724 0.191  -0.85
C4 -2.341 1.370 1.008  -0.43
O4 -3.475 1.052 0.186  -0.45
C5 -3.504 -0.261 -0.312  -0.24
C6 -4.234 -1.214 0.623  0.81
F1 -3.598 -1.489 1.768  -0.25
F2 -5.450 -0.735 0.975  -0.29
F3 -4.454 -2.390 -0.003  -0.29
H1 2.858 1.249 -0.540  0.13
H2 1.246 0.794 1.461  0.17
H3 0.466 -1.950 -1.142  -0.34
H4 0.750 -2.543 0.769  -0.30
H5 -0.066 0.421 -1.232  0.05
H6 -1.433 2.177 -0.750  0.31
H7 -0.536 2.498 0.741  0.35
H8 -2.122 0.556 1.708  0.29
H9 -2.654 2.246 1.593  0.38
H10 -4.099 -0.260 -1.236  0.36
H11 -2.507 -0.671 -0.524  0.13
C7 6.219 -0.554 -1.287  -0.37
Br1 7.412 -1.809 -0.428  -0.07
Br2 4.407 -0.723 -0.663  0.19
Br3 6.880 1.253 -1.107  -0.07
H12 6.239 -0.785 -2.342  0.33

* strongest force on any atom: 0.88 eV/A
* E_LUMO: 0.08303 hartree
* Kohn-Sham gap: 6.94 eV
* net charge: -1
* multiplicity: 1
* DFT total energy: -234602.37311 eV

---

Entry from the OMol25 dataset: C27H14Cl5F5NO2PtS as an isolated structure in a non-equilibrium geometry (the ωB97M-V functional and the def2-TZVPD basis).

Last column: Mulliken charge in e.
Atoms and positions in Å:
Pt1 1.300 0.430 0.589  0.63
Cl1 -0.895 -0.499 -1.966  -0.06
C1 0.095 -1.728 -1.273  0.78
C2 1.065 -1.401 -0.304  -1.37
C3 1.897 -2.432 0.087  0.98
Cl2 3.150 -2.021 1.212  -0.06
C4 1.764 -3.741 -0.360  -0.09
Cl3 2.816 -4.969 0.221  -0.06
C5 0.754 -4.048 -1.261  0.19
Cl4 0.539 -5.659 -1.801  -0.06
C6 -0.083 -3.032 -1.731  -0.11
Cl5 -1.331 -3.402 -2.848  -0.11
F1 6.932 3.812 3.277  -0.26
C7 5.723 3.535 2.847  0.65
C8 5.348 2.210 2.650  -0.38
F2 6.203 1.234 2.910  -0.27
C9 4.080 1.935 2.194  0.04
F3 3.722 0.653 2.027  0.05
C10 3.149 2.940 1.909  0.57
S1 1.567 2.652 1.296  -0.20
C11 3.554 4.266 2.146  0.30
F4 2.710 5.255 1.917  -0.28
C12 4.821 4.565 2.603  0.12
F5 5.187 5.817 2.810  -0.26
C13 1.557 -4.287 3.545  -1.91
C14 0.441 -3.925 2.609  1.04
C15 -0.048 -4.874 1.714  -0.76
C16 -1.110 -4.601 0.837  -1.49
C17 -1.703 -3.374 0.853  -0.42
C18 -1.235 -2.387 1.767  0.58
N1 -1.779 -1.155 1.787  0.15
C19 -2.899 -0.693 1.105  0.45
C20 -4.072 -1.458 1.106  -0.24
C21 -5.210 -0.970 0.501  -0.75
C22 -5.193 0.274 -0.116  -0.62
C23 -4.036 1.033 -0.133  -0.80
C24 -2.871 0.583 0.470  0.54
C25 -1.625 1.445 0.270  0.22
O1 -1.635 2.336 -0.528  -0.58
O2 -0.579 1.193 1.071  -0.73
C26 -0.139 -2.659 2.650  1.11
C27 0.340 -1.663 3.662  -1.76
H1 1.944 -5.278 3.320  0.39
H2 1.212 -4.284 4.581  0.42
H3 2.382 -3.578 3.475  0.34
H4 0.413 -5.853 1.691  0.39
H5 -1.445 -5.359 0.142  0.70
H6 -2.476 -3.119 0.142  0.76
H7 -1.156 -0.376 2.045  0.14
H8 -4.092 -2.396 1.644  0.60
H9 -6.120 -1.553 0.525  0.43
H10 -6.089 0.650 -0.590  0.44
H11 -4.005 1.986 -0.644  0.53
H12 -0.127 -0.683 3.591  0.34
H13 1.421 -1.532 3.580  0.37
H14 0.146 -2.039 4.669  0.39

* strongest force on any atom: 1.48 eV/A
* E_LUMO (alpha / beta): -0.28010 / -0.28011 hartree
* Kohn-Sham gap (alpha / beta): 2.62 / 2.60 eV
* net charge: +1
* multiplicity: 1
* DFT total energy: -124082.13098 eV

---

Entry from the OMol25 dataset: a 2-piece molecular cluster, C3H7OS overall in a non-equilibrium geometry (the ωB97M-V functional and the def2-TZVPD basis).

Last column: Mulliken charge in e.
Atoms and positions in Å:
C1 0.654 2.036 -0.929  -0.81
S1 -0.761 1.660 0.022  -0.72
H1 0.384 2.572 -1.856  0.22
H2 1.293 1.221 -1.239  0.21
H3 1.325 2.701 -0.326  0.19
O1 1.109 -2.554 0.961  -0.56
C2 0.562 -1.551 0.502  0.28
C3 -0.754 -1.673 -0.273  -1.01
H4 0.789 -0.536 0.859  0.25
H5 -0.731 -1.228 -1.247  0.27
H6 -1.123 -2.655 -0.275  0.36
H7 -1.405 -1.062 0.239  0.30

* strongest force on any atom: 2.53 eV/A
* E_LUMO: 0.14792 hartree
* ΔE to the lowest compared entry with this formula, charge and spin: 1.023 eV
* Kohn-Sham gap: 6.37 eV
* net charge: -1
* multiplicity: 1
* DFT total energy: -16107.25441 eV

---

Which value of strongest force on any atom does entry 1 give? 5.84 eV/A